(1)
This record from OMol25 describes a structure of composition C10H15ClI2IrN2O2P. The level of theory is wB97M-V/def2-TZVPD.

Output
Lowest unoccupied orbital energy (spin up / spin down) ... -10.931 / -14.270 eV
Frontier orbital gap (spin up / spin down) ... 5.713 / 4.983 eV
Relative energy (zero: lowest compared OMol25 entry of this formula, charge and spin) ... 0.000 eV
E_HOMO (spin up / spin down) ... -0.6117 / -0.7075 Eh
Expectation value of S² ... 8.781
Total energy ... -2150.10797 hartree

ORCA input file:
```
! wB97M-V def2-TZVPD RIJCOSX def2/J DEFGRID3
* xyz 3 6
I -0.562 -1.750 -2.217
I -1.419 -0.173 2.507
Ir -0.564 -0.653 0.115
P -1.897 0.966 -0.867
C -3.606 0.435 -1.128
C -1.998 2.488 0.149
H -0.351 2.021 -2.410
H -2.071 2.222 -2.926
H -1.213 0.679 -3.206
C -1.331 1.515 -2.520
H -1.000 2.923 0.247
H -2.671 3.197 -0.355
H -4.168 1.288 -1.545
H -4.083 0.150 -0.166
H -2.386 2.258 1.150
H -3.677 -0.403 -1.818
C -1.917 -1.913 0.354
O -2.782 -2.668 0.513
Cl 1.044 1.172 -0.217
N 5.567 -2.625 3.467
C 5.021 -3.169 2.330
O 5.500 -4.153 1.777
C 3.759 -2.535 1.816
C 3.064 -1.536 2.503
C 1.868 -1.034 1.993
N 1.294 -1.515 0.879
C 1.968 -2.447 0.182
C 3.189 -2.960 0.610
H 6.446 -3.017 3.762
H 5.343 -1.705 3.811
H 3.423 -1.117 3.439
H 1.360 -0.226 2.515
H 1.538 -2.774 -0.760
H 3.655 -3.701 -0.037
*
```

Population analysis type Mulliken, resulting atomic charges in e: 0.27, 0.17, 0.96, 0.52, -1.19, -1.07, 0.37, 0.42, 0.38, -1.01, 0.39, 0.44, 0.45, 0.37, 0.35, 0.36, 0.39, -0.31, -0.33, -0.26, 0.52, -0.16, 0.77, -0.63, -0.28, -0.11, 0.20, -0.73, 0.29, 0.20, 0.32, 0.40, 0.09, 0.45


(2)
This record from OMol25 describes the ion C3H6N with charge +1. The level of theory is wB97M-V/def2-TZVPD.

Output
SMILES ... C=C[NH+]=C
Lowest unoccupied orbital energy ... -6.348 eV
Frontier orbital gap ... 7.721 eV
Relative energy (zero: lowest compared OMol25 entry of this formula, charge and spin) ... 2.877 eV
E_HOMO ... -0.5170 Eh
Total energy ... -172.25290 hartree

ORCA input file:
```
! wB97M-V def2-TZVPD RIJCOSX def2/J DEFGRID3
* xyz 1 1
C -0.588 0.125 0.319
C -1.792 0.417 -0.362
C 1.728 -0.457 0.360
N 0.733 0.182 -0.220
H -0.774 -0.570 1.096
H -2.067 1.324 -0.790
H -2.600 -0.316 -0.810
H 2.857 -0.386 0.224
H 1.461 -0.912 1.323
H 1.042 0.592 -1.139
*
```

Population analysis type Mulliken, resulting atomic charges in e: 0.00, -0.55, -0.08, -0.08, 0.26, 0.33, 0.26, 0.29, 0.22, 0.35


(3)
This record from OMol25 describes a cluster of 9 separate species, C36H99N9O9 in total. The level of theory is wB97M-V/def2-TZVPD.

Output
SMILES ... COC[C@H](C)N.COC[C@H](C)N.COC[C@H](C)N.COC[C@H](C)N.COC[C@H](C)N.COC[C@H](C)N.COC[C@H](C)N.COC[C@H](C)N.COC[C@H](C)N
Lowest unoccupied orbital energy ... 0.294 eV
Frontier orbital gap ... 9.123 eV
Relative energy (zero: lowest compared OMol25 entry of this formula, charge and spin) ... 7.493 eV
E_HOMO ... -0.3245 Eh
Total energy ... -2600.55908 hartree

ORCA input file:
```
! wB97M-V def2-TZVPD RIJCOSX def2/J DEFGRID3
* xyz 0 1
C 0.032 1.987 0.176
C 0.020 1.012 -1.002
C -1.108 -0.103 -0.900
O -1.137 -1.005 -1.969
C -0.577 -2.234 -1.631
N -0.293 1.910 -2.173
H 0.646 2.868 -0.012
H 0.346 1.564 1.130
H -0.951 2.418 0.366
H 0.977 0.573 -1.285
H -2.019 0.496 -0.884
H -0.975 -0.656 0.030
H -0.604 -2.964 -2.440
H -1.188 -2.618 -0.814
H 0.468 -2.180 -1.325
H -0.318 1.277 -2.960
H -1.254 2.193 -2.042
C 5.321 4.702 -3.769
C 5.434 6.203 -3.957
C 6.540 6.701 -4.885
O 6.409 6.200 -6.189
C 7.307 6.741 -7.115
N 4.121 6.536 -4.469
H 6.206 4.190 -3.389
H 5.032 4.100 -4.631
H 4.615 4.569 -2.950
H 5.498 6.637 -2.959
H 7.482 6.383 -4.438
H 6.453 7.780 -4.761
H 6.975 6.762 -8.153
H 8.208 6.137 -7.010
H 7.578 7.785 -6.962
H 3.617 5.749 -4.086
H 4.001 6.587 -5.470
C -5.291 5.843 2.077
C -6.415 6.877 2.289
C -6.230 7.899 3.455
O -6.501 7.131 4.540
C -5.829 7.477 5.719
N -6.429 7.570 1.027
H -4.797 5.757 3.044
H -4.513 6.069 1.348
H -5.513 4.829 1.745
H -7.321 6.276 2.219
H -6.950 8.714 3.382
H -5.212 8.287 3.474
H -6.016 6.651 6.405
H -6.081 8.504 5.985
H -4.819 7.410 5.314
H -7.316 8.052 1.021
H -5.617 8.168 1.086
C 1.631 -5.061 9.491
C 0.673 -3.958 8.820
C 0.381 -4.144 7.318
O -0.526 -3.077 7.015
C -0.950 -3.160 5.651
N -0.479 -3.702 9.719
H 1.594 -6.015 8.966
H 1.317 -5.245 10.518
H 2.619 -4.610 9.584
H 1.286 -3.062 8.912
H -0.053 -5.139 7.219
H 1.275 -4.172 6.695
H -0.232 -3.311 4.845
H -1.270 -2.165 5.341
H -1.719 -3.929 5.579
H -0.782 -2.747 9.595
H -1.253 -4.207 9.310
C -3.880 -11.366 -1.297
C -5.041 -10.439 -1.705
C -4.569 -9.077 -2.351
O -5.656 -8.185 -2.704
C -5.252 -6.902 -3.203
N -5.786 -11.197 -2.734
H -3.284 -11.689 -2.151
H -4.294 -12.228 -0.774
H -3.102 -10.806 -0.779
H -5.625 -10.403 -0.785
H -4.191 -9.287 -3.351
H -3.591 -8.720 -2.026
H -5.043 -6.930 -4.273
H -4.482 -6.417 -2.603
H -6.196 -6.357 -3.166
H -5.114 -11.511 -3.420
H -6.508 -10.628 -3.150
C -5.634 4.303 -5.288
C -6.635 5.410 -5.403
C -7.216 5.511 -6.903
O -6.175 5.515 -7.889
C -6.562 5.620 -9.286
N -7.722 5.290 -4.502
H -6.013 3.335 -5.614
H -5.299 4.216 -4.254
H -4.707 4.521 -5.818
H -6.204 6.392 -5.213
H -7.818 6.402 -7.083
H -7.939 4.710 -7.050
H -7.147 6.504 -9.540
H -7.211 4.786 -9.555
H -5.629 5.702 -9.844
H -8.132 4.383 -4.674
H -7.375 5.299 -3.553
C 1.334 8.745 8.539
C 2.171 9.490 7.526
C 1.588 9.455 6.146
O 1.840 8.283 5.487
C 3.198 8.101 5.041
N 2.319 10.816 8.000
H 2.008 8.318 9.281
H 0.791 7.952 8.025
H 0.590 9.363 9.043
H 3.120 8.956 7.576
H 2.045 10.217 5.514
H 0.554 9.799 6.131
H 3.847 7.689 5.812
H 3.708 8.948 4.581
H 3.052 7.374 4.242
H 2.535 10.644 8.972
H 3.018 11.425 7.600
C 5.150 -8.286 5.138
C 4.213 -8.330 3.883
C 4.922 -8.924 2.630
O 4.139 -9.155 1.467
C 3.229 -8.085 1.070
N 3.031 -9.096 4.240
H 5.729 -7.362 5.130
H 5.755 -9.189 5.218
H 4.744 -8.207 6.146
H 3.896 -7.306 3.686
H 5.250 -9.936 2.871
H 5.872 -8.437 2.407
H 3.840 -7.211 0.843
H 2.510 -7.711 1.800
H 2.835 -8.404 0.105
H 3.220 -9.973 4.703
H 2.698 -9.516 3.383
C 4.092 -7.696 -5.981
C 4.878 -6.393 -5.558
C 5.763 -5.846 -6.678
O 6.827 -5.040 -6.138
C 7.224 -3.971 -7.045
N 3.856 -5.526 -5.030
H 3.579 -8.200 -5.163
H 4.818 -8.457 -6.265
H 3.351 -7.589 -6.774
H 5.422 -6.722 -4.673
H 5.134 -5.319 -7.397
H 6.265 -6.677 -7.172
H 7.580 -4.335 -8.009
H 7.988 -3.375 -6.546
H 6.390 -3.295 -7.232
H 4.372 -4.721 -4.706
H 3.213 -5.150 -5.711
*
```

Atomic partial charges in e from the Mulliken method, atoms 1 to 99: -1.40, 0.27, -0.57, -0.34, -0.69, -0.74, 0.40, 0.36, 0.29, 0.35, 0.33, 0.34, 0.26, 0.31, 0.29, 0.28, 0.26, -1.62, 0.68, -0.77, -0.32, -0.77, -0.71, 0.35, 0.36, 0.46, 0.20, 0.36, 0.39, 0.26, 0.28, 0.32, 0.25, 0.28, -1.23, 0.35, -0.79, -0.33, -0.69, -0.68, 0.28, 0.33, 0.28, 0.34, 0.34, 0.45, 0.23, 0.27, 0.32, 0.25, 0.27, -1.20, 0.30, -0.72, -0.30, -0.82, -0.71, 0.33, 0.36, 0.28, 0.24, 0.35, 0.42, 0.32, 0.29, 0.30, 0.30, 0.25, -1.39, 0.46, -0.73, -0.34, -0.76, -0.71, 0.35, 0.35, 0.37, 0.29, 0.28, 0.45, 0.30, 0.31, 0.24, 0.25, 0.27, -1.35, 0.34, -0.69, -0.29, -0.72, -0.68, 0.29, 0.42, 0.32, 0.26, 0.40, 0.33, 0.29, 0.30


(4)
This record from OMol25 describes a cluster of 4 separate species, C12H16ClF3O11P in total. The level of theory is wB97M-V/def2-TZVPD.

Output
Lowest unoccupied orbital energy ... 1.712 eV
Frontier orbital gap ... 4.802 eV
E_HOMO ... -0.1135 Eh
Total energy ... -2395.76267 hartree

ORCA input file:
```
! wB97M-V def2-TZVPD RIJCOSX def2/J DEFGRID3
* xyz -1 1
O -5.274 -4.766 5.184
P -4.923 -3.544 4.081
Cl -6.911 -2.766 3.847
C -4.758 -4.433 2.601
C -3.313 -4.623 2.257
O -2.827 -3.956 1.008
C -2.772 -2.642 0.976
F -1.880 -2.260 0.014
F -2.354 -2.066 2.124
F -3.931 -2.034 0.644
H -5.656 -4.382 5.988
H -5.347 -3.982 1.801
H -2.647 -4.314 3.078
H -3.054 -5.665 2.026
C 1.047 -2.337 -1.127
C 1.687 -0.967 -1.022
O 2.999 -1.199 -1.564
C 2.938 -2.280 -2.375
O 3.818 -2.621 -3.102
O 1.753 -2.905 -2.247
H -0.017 -2.308 -1.327
H 1.229 -2.957 -0.249
H 1.185 -0.221 -1.633
H 1.767 -0.601 -0.002
C 4.423 3.223 -3.281
C 4.812 2.472 -2.019
O 3.541 2.285 -1.385
C 2.582 2.331 -2.329
O 1.447 2.020 -2.145
O 3.083 2.765 -3.502
H 5.038 2.984 -4.144
H 4.401 4.303 -3.133
H 5.241 1.491 -2.228
H 5.472 3.030 -1.360
C -0.415 4.126 -0.516
C -0.676 3.460 0.822
O 0.139 4.242 1.707
C 0.337 5.458 1.153
O 0.835 6.384 1.709
O -0.104 5.474 -0.123
H -1.272 4.120 -1.182
H 0.444 3.698 -1.026
H -1.716 3.545 1.141
H -0.370 2.419 0.859
*
```

Population analysis type Mulliken, resulting atomic charges in e: -0.34, -0.03, -0.38, -0.71, -0.36, -0.38, 0.88, -0.27, -0.28, -0.27, 0.26, 0.35, 0.31, 0.21, -0.11, -0.20, -0.34, 0.65, -0.57, -0.35, 0.20, 0.21, 0.19, 0.33, -0.31, -0.30, -0.29, 0.75, -0.61, -0.34, 0.29, 0.26, 0.27, 0.29, 0.31, -0.31, -0.34, 0.66, -0.54, -0.37, 0.32, -0.27, 0.27, 0.27


What did the first record say?
This record from OMol25 describes a structure of composition C10H15ClI2IrN2O2P. The level of theory is wB97M-V/def2-TZVPD.

Output
Lowest unoccupied orbital energy (spin up / spin down) ... -10.931 / -14.270 eV
Frontier orbital gap (spin up / spin down) ... 5.713 / 4.983 eV
Relative energy (zero: lowest compared OMol25 entry of this formula, charge and spin) ... 0.000 eV
E_HOMO (spin up / spin down) ... -0.6117 / -0.7075 Eh
Expectation value of S² ... 8.781
Total energy ... -2150.10797 hartree

ORCA input file:
```
! wB97M-V def2-TZVPD RIJCOSX def2/J DEFGRID3
* xyz 3 6
I -0.562 -1.750 -2.217
I -1.419 -0.173 2.507
Ir -0.564 -0.653 0.115
P -1.897 0.966 -0.867
C -3.606 0.435 -1.128
C -1.998 2.488 0.149
H -0.351 2.021 -2.410
H -2.071 2.222 -2.926
H -1.213 0.679 -3.206
C -1.331 1.515 -2.520
H -1.000 2.923 0.247
H -2.671 3.197 -0.355
H -4.168 1.288 -1.545
H -4.083 0.150 -0.166
H -2.386 2.258 1.150
H -3.677 -0.403 -1.818
C -1.917 -1.913 0.354
O -2.782 -2.668 0.513
Cl 1.044 1.172 -0.217
N 5.567 -2.625 3.467
C 5.021 -3.169 2.330
O 5.500 -4.153 1.777
C 3.759 -2.535 1.816
C 3.064 -1.536 2.503
C 1.868 -1.034 1.993
N 1.294 -1.515 0.879
C 1.968 -2.447 0.182
C 3.189 -2.960 0.610
H 6.446 -3.017 3.762
H 5.343 -1.705 3.811
H 3.423 -1.117 3.439
H 1.360 -0.226 2.515
H 1.538 -2.774 -0.760
H 3.655 -3.701 -0.037
*
```

Population analysis type Mulliken, resulting atomic charges in e: 0.27, 0.17, 0.96, 0.52, -1.19, -1.07, 0.37, 0.42, 0.38, -1.01, 0.39, 0.44, 0.45, 0.37, 0.35, 0.36, 0.39, -0.31, -0.33, -0.26, 0.52, -0.16, 0.77, -0.63, -0.28, -0.11, 0.20, -0.73, 0.29, 0.20, 0.32, 0.40, 0.09, 0.45


- Which of these has the highest total energy?
  C3H6N


- The highest total energy belongs to which entry?
  C3H6N


- Which value of total energy does entry 1 give?
  -2150.10797 hartree